# 1
{
  "formula": "C12H24O18Rb3S3",
  "method": "ωB97M-V/def2-TZVPD",
  "elements": ["Rb", "Rb", "Rb", "S", "O", "O", "O", "O", "C", "C", "O", "C", "O", "O", "C", "H", "H", "H", "H", "H", "H", "H", "H", "C", "C", "O", "C", "O", "O", "C", "H", "H", "H", "H", "H", "H", "H", "H", "C", "C", "O", "S", "O", "O", "O", "H", "H", "H", "H", "C", "C", "O", "S", "O", "O", "O", "H", "H", "H", "H"],
  "coordinates": [[-19.767, -0.051, 12.764], [-23.362, -2.045, 14.799], [-22.950, 2.369, 13.214], [-22.653, -1.204, 11.508], [-22.310, 0.229, 11.604], [-21.865, -1.857, 12.592], [-24.092, -1.323, 11.811], [-22.255, -1.794, 10.241], [-24.921, -7.600, 4.066], [-24.855, -6.101, 4.109], [-24.835, -5.456, 5.381], [-23.754, -5.405, 6.139], [-22.823, -6.168, 6.155], [-24.034, -4.542, 7.136], [-23.108, -4.363, 8.207], [-24.963, -7.939, 3.033], [-25.775, -8.010, 4.610], [-24.054, -8.046, 4.556], [-25.663, -5.606, 3.572], [-23.975, -5.777, 3.543], [-22.233, -3.914, 7.740], [-22.856, -5.345, 8.615], [-23.480, -3.791, 9.051], [-20.944, -0.391, 7.229], [-20.559, 0.124, 8.622], [-19.533, 1.124, 8.545], [-18.535, 1.092, 9.384], [-18.357, 0.221, 10.249], [-17.676, 2.033, 9.146], [-16.491, 2.220, 9.933], [-20.033, -0.790, 6.785], [-21.467, 0.381, 6.671], [-21.625, -1.232, 7.361], [-20.272, -0.720, 9.239], [-21.421, 0.590, 9.099], [-16.856, 2.498, 10.919], [-15.872, 2.976, 9.463], [-15.906, 1.303, 9.913], [-22.364, -4.844, 11.812], [-20.944, -4.490, 12.309], [-20.265, -5.739, 12.332], [-21.196, -7.031, 11.985], [-21.132, -8.012, 13.033], [-21.053, -7.396, 10.613], [-22.556, -6.169, 12.225], [-22.322, -4.883, 10.721], [-23.120, -4.152, 12.169], [-20.982, -4.041, 13.302], [-20.442, -3.820, 11.617], [-25.546, 0.408, 9.628], [-24.441, -0.021, 8.658], [-24.306, 1.022, 7.689], [-25.658, 1.910, 7.570], [-26.428, 1.459, 6.452], [-25.321, 3.298, 7.692], [-26.304, 1.411, 8.987], [-25.058, 0.725, 10.554], [-26.123, -0.482, 9.874], [-24.533, -1.052, 8.313], [-23.454, 0.004, 9.113]],
  "gap_ev": 6.9,
  "total_charge": 1,
  "total_energy_ha": -3092.62717,
  "e_lumo_ha": -0.1764
}

=====

# 2
{
  "formula": "C12H24O24S6",
  "method": "ωB97M-V/def2-TZVPD",
  "elements": ["O", "S", "O", "O", "C", "C", "O", "H", "H", "H", "H", "O", "S", "O", "O", "C", "C", "O", "H", "H", "H", "H", "O", "S", "O", "O", "C", "C", "O", "H", "H", "H", "H", "O", "S", "O", "O", "C", "C", "O", "H", "H", "H", "H", "O", "S", "O", "O", "C", "C", "O", "H", "H", "H", "H", "O", "S", "O", "O", "C", "C", "O", "H", "H", "H", "H"],
  "coordinates": [[-2.667, -3.646, -5.591], [-1.941, -2.956, -4.506], [-1.877, -1.490, -4.453], [-2.595, -3.423, -3.021], [-1.622, -4.232, -2.307], [-0.146, -3.911, -2.842], [-0.374, -3.609, -4.213], [-1.732, -4.017, -1.244], [-1.871, -5.286, -2.433], [0.603, -4.703, -2.832], [0.186, -3.011, -2.324], [-1.534, -0.887, 3.032], [-1.117, -0.091, 4.143], [-2.119, 0.223, 5.221], [0.361, -0.498, 4.854], [1.430, 0.360, 4.486], [0.962, 1.325, 3.426], [-0.411, 1.392, 3.530], [1.764, 0.922, 5.359], [2.338, -0.167, 4.192], [1.281, 1.242, 2.387], [1.351, 2.307, 3.698], [-4.388, -0.628, 1.325], [-5.580, -0.648, 2.237], [-6.397, 0.615, 2.324], [-6.492, -2.022, 1.898], [-5.852, -3.134, 2.586], [-5.197, -2.560, 3.866], [-5.172, -1.170, 3.736], [-6.555, -3.889, 2.940], [-5.107, -3.602, 1.944], [-4.158, -2.868, 3.753], [-5.579, -2.826, 4.851], [2.845, -1.058, -7.529], [3.521, -1.021, -6.212], [4.820, -1.597, -6.117], [3.448, 0.547, -5.599], [2.177, 0.909, -5.179], [1.511, -0.406, -4.890], [2.466, -1.444, -5.113], [2.270, 1.531, -4.289], [1.726, 1.577, -5.912], [0.631, -0.639, -5.490], [1.159, -0.633, -3.884], [3.378, 6.338, 1.724], [3.512, 4.921, 2.026], [2.341, 4.108, 1.630], [4.934, 4.337, 1.323], [5.755, 3.685, 2.297], [5.041, 3.794, 3.710], [3.972, 4.732, 3.596], [5.981, 2.695, 1.902], [6.704, 4.214, 2.388], [5.867, 4.144, 4.329], [4.665, 2.808, 3.983], [1.968, 2.023, -0.386], [0.632, 1.978, -0.967], [0.226, 2.773, -2.100], [0.101, 0.397, -1.293], [-1.285, 0.212, -1.228], [-1.716, 1.305, -0.180], [-0.606, 2.110, 0.184], [-1.776, 0.438, -2.174], [-1.552, -0.764, -0.822], [-1.997, 0.925, 0.802], [-2.512, 1.950, -0.550]],
  "smiles": "O=S1(=O)OCCO1.O=S1(=O)OCCO1.O=S1(=O)OCCO1.O=S1(=O)OCCO1.O=S1(=O)OCCO1.O=S1(=O)OCCO1",
  "gap_ev": 10.7,
  "total_energy_ha": -4666.21856,
  "e_lumo_ha": -0.0015
}

=====

# 3
{
  "formula": "C12H24O3",
  "method": "ωB97M-V/def2-TZVPD",
  "elements": ["C", "C", "C", "O", "C", "H", "H", "H", "H", "H", "H", "H", "H", "C", "C", "C", "O", "C", "H", "H", "H", "H", "H", "H", "H", "H", "C", "C", "C", "O", "C", "H", "H", "H", "H", "H", "H", "H", "H"],
  "coordinates": [[-4.081, -0.810, 0.575], [-2.748, -0.902, -0.140], [-1.890, 0.199, 0.408], [-2.901, 1.204, 0.723], [-4.230, 0.725, 0.836], [-4.105, -1.429, 1.472], [-4.788, -1.222, -0.144], [-3.054, -0.698, -1.166], [-2.351, -1.909, -0.006], [-1.258, 0.631, -0.367], [-1.459, 0.010, 1.391], [-4.890, 1.143, 0.076], [-4.536, 0.922, 1.864], [2.616, 1.839, 1.402], [2.936, 2.502, 0.080], [3.641, 1.408, -0.777], [3.666, 0.179, -0.035], [2.756, 0.308, 1.095], [1.678, 2.070, 1.907], [3.395, 2.221, 2.061], [3.568, 3.381, 0.206], [2.045, 2.824, -0.459], [4.671, 1.649, -1.042], [3.102, 1.227, -1.707], [3.224, -0.196, 1.941], [1.806, -0.217, 0.997], [0.501, -0.976, -1.820], [-0.568, -1.825, -1.195], [0.031, -2.258, 0.115], [0.832, -1.145, 0.526], [0.979, -0.222, -0.608], [0.050, -0.336, -2.578], [1.282, -1.600, -2.254], [-0.969, -2.516, -1.936], [-1.417, -1.169, -1.005], [0.614, -3.174, 0.015], [-0.709, -2.550, 0.860], [2.044, -0.051, -0.761], [0.515, 0.763, -0.549]],
  "smiles": "C1CCOC1.C1CCOC1.C1CCOC1",
  "gap_ev": 9.8,
  "total_energy_ha": -697.14490,
  "e_lumo_ha": 0.0274
}

=====

Computed HOMO level, in the same sequence as the records: -11.7, -10.7, -9.0 eV.
Computed energy above the lowest of the compared OMol25 structures with the same formula, charge and spin, in the same sequence as the records: 203.8, 460.8, 514.2 kJ/mol.
Computed strongest force on any atom, in the same sequence as the records: 2.680, 5.228, 2.995 eV/Å.